DFT (ωB97M-V with the def2-TZVPD basis set) results for a molecular structure, C51H38N4O7P2S2W.

## Properties
Relative energy (zero: lowest compared OMol25 entry of this formula, charge and spin): 10.31 kcal per mole
Orbital gap (alpha / beta): 6.9 / 6.9 eV
Multiplicity: 1
LUMO level (alpha / beta): -0.21 / -0.21 eV

Each line ends with the Mulliken charge.
Geometry (Å):
W: -0.2436 -1.6021 -0.0354  2.214
O: -0.6494 -3.3751 3.7665  -0.657
C: -0.8345 -2.6975 2.7855  -0.639
N: 0.0530 -1.8613 2.1281  0.646
C: 1.2736 -1.6505 2.7283  -0.621
O: 1.5453 -1.7553 3.9041  -0.686
C: 2.3040 -1.1923 1.7477  0.633
C: 3.6134 -1.0523 2.1514  -0.865
C: 4.5610 -0.6394 1.2275  -0.875
C: 4.1339 -0.3541 -0.0525  -1.144
C: 2.7943 -0.4923 -0.3735  -0.154
N: 1.8761 -0.9255 0.4999  0.766
C: -2.1644 -2.7158 2.0938  0.551
C: -3.1898 -3.5157 2.5450  -0.769
C: -4.4145 -3.4033 1.9064  -0.808
C: -4.5464 -2.5053 0.8630  -1.242
C: -3.4423 -1.7862 0.4482  -0.095
N: -2.2518 -1.8969 1.0441  1.117
H: 3.8476 -1.2836 3.1808  0.630
H: 5.6023 -0.5404 1.5030  0.482
H: 4.8181 -0.0324 -0.8236  0.646
H: 2.4602 -0.2838 -1.3769  0.528
H: -3.0024 -4.1784 3.3766  0.635
H: -5.2583 -4.0057 2.2160  0.459
H: -5.4819 -2.3848 0.3372  0.596
H: -3.5076 -1.1221 -0.4016  0.350
O: -3.3312 -2.9738 -2.3882  -0.736
C: -2.2578 -2.4011 -2.3247  -0.366
O: -1.4591 -2.5980 -1.3061  -0.361
C: -1.8501 -1.4655 -3.4265  0.252
C: -2.5861 -1.5749 -4.6100  -0.970
C: -2.3418 -0.7560 -5.6927  -0.696
C: -1.3489 0.2137 -5.5979  -0.686
C: -0.6200 0.3434 -4.4340  -1.192
C: -0.8501 -0.4966 -3.3385  1.462
S: 0.2105 -0.1757 -1.9726  -0.054
H: -3.3598 -2.3293 -4.6430  0.502
H: -2.9178 -0.8674 -6.6018  0.418
H: -1.1433 0.8718 -6.4327  0.423
H: 0.1485 1.1019 -4.3529  0.556
C: 0.3742 1.8532 1.1700  -2.158
P: -1.0053 0.7510 0.6122  4.057
C: -2.0532 0.8016 2.1215  0.460
C: -3.4203 1.0556 2.0701  -0.610
C: -4.1876 1.0227 3.2275  -0.840
C: -3.5994 0.7400 4.4505  -0.811
C: -2.2326 0.5019 4.5155  -0.658
C: -1.4669 0.5339 3.3615  -0.930
C: -2.0125 1.7536 -0.5197  0.222
C: -2.7956 1.1419 -1.4888  0.086
C: -3.6470 1.8845 -2.2918  -0.741
C: -3.7237 3.2608 -2.1297  -0.930
C: -2.9527 3.8823 -1.1570  -0.966
C: -2.1076 3.1319 -0.3527  -0.704
P: 1.1056 2.9955 -0.1055  -0.280
C: 0.8219 4.6665 0.6305  1.117
C: 0.0418 4.9761 1.7383  -0.072
C: -0.1110 6.2944 2.1565  -0.868
C: 0.5199 7.3214 1.4767  -0.586
C: 1.3046 7.0252 0.3677  -0.600
C: 1.4456 5.7144 -0.0515  -0.816
C: 2.8934 2.8942 0.3218  0.335
C: 3.3670 2.8180 1.6307  -0.321
C: 4.7280 2.8220 1.8879  -0.761
C: 5.6357 2.9148 0.8386  -0.411
C: 5.1757 2.9972 -0.4664  -0.707
C: 3.8097 2.9799 -0.7221  -0.053
H: 1.1624 1.1869 1.5166  0.434
H: 0.0308 2.3985 2.0440  1.171
H: -3.9020 1.2755 1.1252  0.438
H: -5.2503 1.2206 3.1665  0.460
H: -4.1997 0.7103 5.3504  0.404
H: -1.7581 0.2829 5.4632  0.498
H: -0.4037 0.3408 3.4388  0.231
H: -2.7161 0.0786 -1.6527  -0.494
H: -4.2314 1.3821 -3.0525  0.535
H: -4.3800 3.8469 -2.7601  0.397
H: -3.0032 4.9546 -1.0184  0.503
H: -1.5419 3.6414 0.4156  0.602
H: -0.4706 4.2064 2.3017  0.398
H: -0.7261 6.5092 3.0212  0.433
H: 0.4030 8.3459 1.8045  0.380
H: 1.8025 7.8186 -0.1748  0.414
H: 2.0549 5.4972 -0.9247  0.398
H: 2.6692 2.7753 2.4604  0.340
H: 5.0835 2.7634 2.9092  0.442
H: 6.6991 2.9264 1.0417  0.396
H: 5.8779 3.0712 -1.2871  0.438
H: 3.4485 3.0302 -1.7432  0.435
O: 1.3828 -3.0626 -3.7194  -0.674
S: 2.1022 -3.2495 -2.4966  0.990
O: 3.3774 -2.6069 -2.3481  -0.679
N: 1.1541 -2.9475 -1.1855  -0.133
C: 0.8168 -4.0453 -0.5203  0.772
O: 0.0225 -3.8977 0.4268  -0.654
C: 1.4403 -5.2864 -1.0277  -0.406
C: 1.3340 -6.5809 -0.5567  -0.281
C: 2.0432 -7.5710 -1.2245  -0.703
C: 2.8283 -7.2648 -2.3324  -0.513
C: 2.9280 -5.9611 -2.8072  -0.850
C: 2.2226 -4.9899 -2.1301  0.257
H: 0.7185 -6.8023 0.3048  0.604
H: 1.9849 -8.5955 -0.8823  0.414
H: 3.3678 -8.0562 -2.8357  0.408
H: 3.5316 -5.7202 -3.6716  0.494